1.
{"formula": "C13H17CrIN2", "method": "ωB97M-V with the def2-TZVPD basis set", "multiplicity": 5, "e_lumo_ev": [-0.546, -0.629], "homo_lumo_gap_ev": [5.847, 6.441], "s_squared": 6.08, "de_lowest_ev": 2.887, "homo_energy_ev": [-6.4, -7.1], "elements": ["I", "Cr", "N", "N", "C", "C", "C", "C", "C", "C", "C", "C", "C", "C", "C", "C", "C", "H", "H", "H", "H", "H", "H", "H", "H", "H", "H", "H", "H", "H", "H", "H", "H", "H"], "coordinates": [[1.4655, -2.1119, -2.1981], [-0.3448, -1.4261, -0.5220], [1.2988, 0.1907, 0.0513], [-1.3185, 0.6305, -0.5245], [0.2484, -2.0567, 1.7114], [-1.5368, -1.2957, -2.1372], [-0.0721, -3.2260, 0.8930], [-2.4458, 3.2142, -0.2134], [-1.2759, 2.8255, 0.4345], [2.9489, 2.1749, 1.1398], [-0.6669, 1.5887, 0.1893], [2.6154, -0.0398, 0.3002], [-3.0258, 2.2715, -1.0416], [-2.4331, 1.0264, -1.2032], [1.6059, 2.3702, 0.9430], [3.4770, 0.9298, 0.8010], [0.7720, 1.3869, 0.4330], [-2.4988, -1.2986, -1.6013], [1.1359, -1.4174, 1.6917], [-0.7860, 3.5006, 1.0921], [0.6237, -4.1058, 0.8226], [-2.9141, 0.4218, -1.9603], [-3.9257, 2.4254, -1.6031], [-0.5098, -1.3941, 2.1386], [-0.3952, -3.2523, -0.1784], [2.9754, -1.0552, 0.0921], [4.5173, 0.6774, 0.9319], [-1.3885, -2.3302, -2.5038], [-2.8747, 4.1936, -0.1078], [-1.6304, -0.6822, -3.0309], [1.1628, 3.3364, 1.1673], [3.5876, 2.9574, 1.5464], [0.6587, -2.5545, 2.5978], [-0.9668, -3.6940, 1.2860]]}


2.
{"formula": "C13H17IMnN2", "method": "ωB97M-V with the def2-TZVPD basis set", "multiplicity": 6, "e_lumo_ev": [-0.355, -0.372], "homo_lumo_gap_ev": [5.735, 7.481], "s_squared": 8.76, "de_lowest_ev": 2.326, "homo_energy_ev": [-6.1, -7.9], "elements": ["I", "Mn", "N", "N", "C", "C", "C", "C", "C", "C", "C", "C", "C", "C", "C", "C", "C", "H", "H", "H", "H", "H", "H", "H", "H", "H", "H", "H", "H", "H", "H", "H", "H", "H"], "coordinates": [[-2.7026, -0.9619, -1.7328], [-0.4913, 0.1705, -1.7018], [-0.8548, 0.8735, 0.7568], [0.8815, -1.2905, 0.4763], [-0.3990, 1.0315, 3.1009], [-2.2153, 2.2793, 2.1681], [-1.8939, 1.6977, 0.9351], [0.6067, 0.1851, -3.3623], [-1.4412, 1.9369, 3.2797], [1.5182, -1.1848, 2.7867], [2.3248, -2.9842, 1.4146], [1.5696, -2.4337, 0.3682], [-0.1447, 0.4589, 1.8367], [0.7969, -1.1726, -2.4804], [0.7980, -0.6796, 1.6773], [-0.7829, 2.1626, -1.9992], [2.2839, -2.3470, 2.6561], [2.9199, -3.8782, 1.2315], [-0.1124, -1.6635, -2.0437], [-1.6608, 2.5900, -1.5135], [1.4551, -0.6654, 3.7351], [0.2256, 0.7466, 3.9399], [-0.4376, 0.5608, -3.5203], [0.9943, -1.9382, -3.2447], [1.5439, -2.9309, -0.6035], [-3.0434, 2.9768, 2.2176], [1.6411, -1.1869, -1.7960], [-1.6543, 2.3537, 4.2611], [2.8277, -2.7386, 3.5131], [0.1415, 2.5376, -1.5282], [-0.7800, 2.4212, -3.0691], [0.7725, -0.2053, -4.3706], [1.3203, 0.9934, -3.1791], [-2.5006, 1.9107, 0.0519]]}


3.
{"formula": "C13H17IN", "method": "ωB97M-V with the def2-TZVPD basis set", "charge": 1, "e_lumo_ev": -2.727, "homo_lumo_gap_ev": 9.319, "de_lowest_ev": 0.000, "homo_energy_ev": -12.0, "elements": ["I", "N", "C", "C", "C", "C", "C", "C", "C", "C", "C", "C", "C", "C", "C", "H", "H", "H", "H", "H", "H", "H", "H", "H", "H", "H", "H", "H", "H", "H", "H", "H"], "coordinates": [[1.0670, -2.2365, -0.3497], [-1.6260, -0.8920, 0.3311], [2.4881, 0.5370, 1.0871], [-2.4995, 1.5678, -2.1269], [0.3793, 1.0910, 0.0635], [4.5067, 0.1954, -0.1075], [2.5199, 0.8260, -1.2945], [3.8943, 0.6132, -1.3069], [1.8207, 0.8702, -0.0791], [-2.4603, -1.9791, -0.0735], [-2.4876, 0.9851, -1.0768], [-2.3387, 0.4554, 0.3126], [3.7980, 0.1791, 1.0581], [-0.3704, -0.7146, -0.4910], [-1.2266, -1.1860, 1.7434], [0.1366, 1.6467, -0.8110], [-0.0500, 1.2408, 0.9765], [-2.0130, 1.1929, 1.0901], [-3.1977, -2.2584, 0.6200], [2.0218, 1.1232, -2.2242], [-2.8607, -1.5950, -0.9878], [-1.0525, -2.2166, 1.7036], [1.9102, 0.6422, 1.9832], [-3.3900, 0.1584, 0.5746], [4.4273, 0.5259, -2.2935], [-0.6874, -0.6575, -1.4704], [5.5629, 0.1011, -0.0893], [-1.8873, -2.8457, -0.2171], [-2.7735, 1.8577, -3.0464], [-0.2436, -0.7711, 2.0491], [-2.0852, -0.6909, 2.3096], [4.1452, -0.2001, 1.9502]]}


4.
{"formula": "C13H17InNO3", "method": "ωB97M-V with the def2-TZVPD basis set", "charge": 3, "e_lumo_ev": -15.315, "homo_lumo_gap_ev": 4.600, "homo_energy_ev": -19.9, "elements": ["In", "O", "O", "O", "N", "C", "C", "C", "C", "C", "C", "C", "C", "C", "C", "C", "C", "C", "H", "H", "H", "H", "H", "H", "H", "H", "H", "H", "H", "H", "H", "H", "H", "H", "H"], "coordinates": [[-1.6730, 0.9661, 5.6964], [1.4300, 2.6699, 0.0241], [-1.1893, 0.6501, 3.3140], [2.7528, 0.2529, 0.0340], [1.6898, -2.8057, -2.3601], [0.0957, 2.8456, -2.0553], [-2.2884, -1.8892, 0.7413], [1.6158, 0.3452, 0.3919], [0.0598, -1.0445, -2.3425], [-1.2274, -1.8201, 1.9255], [0.9425, 1.6730, 0.6395], [1.0331, -2.0280, -1.7276], [1.1371, -2.0575, 0.0156], [-0.0914, 1.7566, 1.5630], [-0.5727, 0.5964, 2.2549], [0.7623, -0.8653, 0.6539], [0.6281, 3.5809, -0.8364], [-0.3346, -0.7356, 1.5838], [-0.5285, 2.7189, 1.8029], [0.6360, 1.9063, -2.1784], [0.5929, -2.9447, 0.3283], [0.5819, -0.5584, -3.1658], [-0.7047, -2.7713, 2.0219], [-1.7673, -1.6022, 2.8409], [-0.9730, 2.6568, -1.9846], [2.3572, -3.5033, -2.0251], [-1.8085, -2.2710, -0.1570], [-0.7485, -1.6291, -2.7850], [0.2944, 3.4261, -2.9525], [2.2101, -2.2125, 0.1755], [-0.3166, -0.3202, -1.6266], [-2.6297, -0.8863, 0.4904], [1.3119, 4.3775, -1.1044], [-3.1120, -2.5224, 1.0564], [-0.1659, 4.0452, -0.2527]]}


5.
{"formula": "C13H17N", "method": "ωB97M-V with the def2-TZVPD basis set", "e_lumo_ev": 0.853, "homo_lumo_gap_ev": 9.389, "de_lowest_ev": 5.897, "smiles": "N[C@@]12CCCC[C@@H]1c1ccccc1C2", "homo_energy_ev": -8.5, "elements": ["N", "C", "C", "C", "C", "C", "C", "C", "C", "C", "C", "C", "C", "C", "H", "H", "H", "H", "H", "H", "H", "H", "H", "H", "H", "H", "H", "H", "H", "H", "H"], "coordinates": [[-1.6508, -2.0798, 0.1078], [-0.3547, 0.8013, 0.9562], [-0.2264, 2.1992, 2.9123], [0.1880, -1.5531, -1.6724], [0.3036, 1.1801, -1.3791], [0.2862, 0.8149, -2.8495], [-0.4207, 1.9826, 1.6427], [-0.5459, 0.2262, -0.4895], [0.6349, -1.4568, 0.7546], [-0.2204, -0.5500, -2.9538], [0.3759, 1.1900, 3.6357], [0.4298, -0.2978, 1.6142], [0.8352, 0.0819, 2.9329], [-0.3693, -1.2869, -0.3520], [0.1246, -2.5976, -2.2176], [1.3553, -1.4539, -1.5931], [0.0215, -1.1143, -3.8951], [-0.1908, 2.2982, -1.0701], [-0.7344, 2.8990, 1.1128], [1.7473, -1.0294, 0.4006], [-0.3666, 3.2580, 3.1595], [-0.4627, 1.3409, -3.6562], [-1.9547, -1.4976, 0.8238], [1.2287, -0.7205, 3.6962], [-1.3228, -2.9729, 0.8064], [-1.5761, 0.0683, -0.8474], [-1.2610, -0.8980, -3.0741], [0.6620, 1.3231, 4.7113], [0.7373, -2.4868, 1.3075], [1.3737, 1.3927, -1.0764], [1.3533, 0.9389, -3.4485]]}


6.
{"formula": "C13H17N2", "method": "ωB97M-V with the def2-TZVPD basis set", "charge": 1, "e_lumo_ev": -3.684, "homo_lumo_gap_ev": 8.525, "de_lowest_ev": 0.000, "smiles": "CCc1c(C)c(=[NH2+])c2ccccc2n1C", "homo_energy_ev": -12.2, "elements": ["N", "N", "C", "C", "C", "C", "C", "C", "C", "C", "C", "C", "C", "C", "C", "H", "H", "H", "H", "H", "H", "H", "H", "H", "H", "H", "H", "H", "H", "H", "H", "H"], "coordinates": [[0.2353, -1.0158, -0.4479], [1.1480, 2.9832, -0.3119], [-1.5501, 2.2881, -0.0311], [-0.4802, 1.2435, -0.1925], [3.8355, -1.2614, 0.2820], [1.8950, 0.7020, -0.1017], [-2.6187, -0.9231, 1.0749], [4.1966, 0.0860, 0.3171], [-0.0320, -2.3823, -0.8607], [1.5409, -0.6644, -0.1791], [2.5358, -1.6320, 0.0396], [-2.1854, -0.5801, -0.3570], [-0.7620, -0.1063, -0.3507], [3.2387, 1.0485, 0.1380], [0.8593, 1.6831, -0.2221], [-2.5321, -0.0587, 1.7278], [3.5219, 2.0863, 0.2164], [5.2203, 0.3651, 0.5070], [2.0988, 3.3027, -0.3721], [-0.8244, -2.4048, -1.6047], [-1.2426, 3.0181, 0.7166], [0.4153, 3.6611, -0.4314], [-2.4888, 1.8671, 0.3062], [-3.6538, -1.2514, 1.0731], [-0.3205, -3.0087, -0.0154], [-2.3260, -1.4593, -0.9799], [0.8538, -2.7989, -1.3325], [-2.8323, 0.1952, -0.7623], [4.5802, -2.0204, 0.4614], [-1.7313, 2.8086, -0.9723], [2.2905, -2.6799, 0.0671], [-2.0074, -1.7217, 1.4870]]}